{
  "formula": "C35H30AsBr4Cl3O4ReS",
  "method": "ωB97M-V/def2-TZVPD",
  "species": ["Re", "Br", "C", "C", "Br", "C", "Br", "C", "O", "C", "O", "C", "Br", "Cl", "C", "C", "C", "Cl", "C", "O", "C", "Cl", "C", "H", "H", "C", "C", "O", "S", "C", "C", "C", "C", "C", "C", "C", "C", "H", "H", "H", "H", "H", "H", "H", "C", "As", "C", "C", "H", "H", "H", "H", "H", "H", "H", "H", "H", "C", "C", "C", "C", "C", "C", "C", "C", "C", "C", "H", "H", "H", "H", "H", "H", "H", "H", "H", "H", "H", "H"],
  "coordinates": [[-0.911, -0.670, 0.465], [-1.506, 6.740, 0.278], [-1.859, 4.876, 0.248], [-3.158, 4.412, 0.241], [-4.614, 5.625, 0.241], [-3.381, 3.024, 0.238], [-5.155, 2.346, 0.221], [-2.355, 2.083, 0.264], [-2.613, 0.807, 0.258], [-0.988, 2.567, 0.313], [-0.025, 1.733, 0.422], [-0.805, 3.954, 0.263], [0.999, 4.552, 0.242], [2.286, -7.458, 2.044], [1.570, -5.975, 1.411], [1.059, -5.007, 2.273], [0.466, -3.888, 1.734], [-0.028, -1.296, 2.472], [0.400, -3.625, 0.362], [-0.094, -2.538, -0.222], [0.938, -4.640, -0.462], [0.924, -4.421, -2.202], [1.507, -5.796, 0.046], [1.124, -5.148, 3.349], [1.908, -6.542, -0.626], [4.507, 2.891, -4.730], [4.782, 2.467, -6.145], [5.763, 2.777, -6.774], [3.553, 1.444, -6.941], [2.391, 1.054, -5.646], [2.715, 0.081, -4.703], [1.814, -0.232, -3.708], [0.559, 0.401, -3.643], [0.243, 1.358, -4.613], [1.150, 1.678, -5.607], [-0.283, 0.049, -2.561], [-0.848, -0.320, -1.548], [5.263, 3.611, -4.422], [4.535, 2.028, -4.067], [3.513, 3.329, -4.649], [3.672, -0.421, -4.755], [2.049, -0.975, -2.956], [-0.721, 1.849, -4.579], [0.902, 2.414, -6.361], [3.347, 1.353, -0.512], [2.269, -0.065, 0.333], [3.500, -1.564, -0.042], [2.990, 0.223, 2.149], [4.400, 1.277, -0.237], [2.959, 2.319, -0.190], [3.252, 1.301, -1.597], [4.547, -1.264, 0.033], [3.320, -1.971, -1.037], [3.314, -2.363, 0.677], [4.073, 0.350, 2.115], [2.763, -0.634, 2.783], [2.545, 1.115, 2.592], [-1.895, -0.966, 4.682], [-2.282, -0.061, 3.495], [-2.516, 1.353, 4.038], [-1.135, 0.057, 2.471], [-3.525, -0.640, 2.825], [-3.430, -1.861, 2.153], [-4.526, -2.404, 1.502], [-5.746, -1.744, 1.512], [-5.857, -0.544, 2.191], [-4.758, -0.001, 2.842], [-2.643, -0.884, 5.474], [-0.928, -0.665, 5.091], [-1.834, -2.013, 4.386], [-1.593, 1.740, 4.472], [-3.281, 1.357, 4.816], [-2.819, 2.023, 3.231], [-0.559, 0.970, 2.623], [-2.501, -2.424, 2.145], [-4.418, -3.343, 0.975], [-6.600, -2.163, 0.995], [-6.797, -0.006, 2.199], [-4.884, 0.944, 3.349]],
  "forces_ev_per_angstrom": [[-0.73, 0.04, -1.37], [0.04, -0.01, -0.03], [-0.17, 0.03, -0.01], [0.16, 0.11, -0.02], [-0.04, -0.02, 0.00], [-0.17, -0.03, 0.04], [0.04, -0.04, -0.09], [-0.12, 0.29, -0.03], [1.12, -1.03, 0.16], [-0.17, 0.07, 0.11], [-0.03, -0.61, -0.05], [0.15, 0.16, 0.02], [0.01, -0.08, 0.05], [0.14, -0.22, 0.07], [-0.14, 0.20, 0.12], [0.07, -0.32, -0.61], [-0.50, 1.58, 0.59], [0.60, -1.18, 1.54], [0.79, -1.67, 0.28], [-1.01, 1.97, 0.36], [-0.28, 0.70, 0.23], [0.07, -0.05, -0.40], [0.16, -0.28, -0.18], [0.03, -0.12, 0.00], [-0.01, 0.00, -0.03], [0.15, 0.14, 0.04], [-0.12, -0.01, 0.11], [-0.04, 0.03, 0.00], [-0.08, -0.10, -0.03], [0.23, -0.01, -0.25], [-0.07, 0.05, -0.02], [-0.11, 0.00, 0.01], [0.40, -0.01, -0.16], [-0.15, -0.07, 0.09], [0.07, -0.02, -0.02], [-0.55, -0.12, 0.17], [0.32, 0.39, -0.45], [0.02, -0.02, -0.05], [-0.03, -0.01, 0.03], [-0.03, -0.03, 0.04], [0.02, -0.01, 0.00], [0.00, -0.05, -0.02], [0.00, 0.00, 0.05], [0.00, 0.04, 0.02], [-0.16, 0.10, -0.06], [0.71, -0.21, 0.06], [-0.04, -0.08, -0.07], [-0.06, 0.11, 0.07], [-0.01, -0.12, 0.04], [-0.08, -0.01, 0.00], [-0.03, -0.05, -0.02], [0.00, 0.11, 0.03], [-0.06, -0.02, -0.02], [-0.11, -0.01, -0.02], [0.01, 0.01, -0.08], [-0.05, -0.02, -0.07], [-0.05, 0.02, -0.03], [-0.01, 0.00, -0.02], [-0.27, -0.10, -0.09], [-0.03, -0.05, -0.22], [0.41, 0.67, 0.43], [-0.08, 0.00, 0.01], [-0.01, -0.11, 0.06], [0.06, -0.06, -0.07], [-0.08, 0.04, 0.05], [-0.02, -0.08, 0.00], [-0.01, -0.03, 0.09], [-0.07, 0.04, -0.05], [0.01, 0.00, 0.03], [0.07, 0.01, -0.01], [0.02, -0.03, 0.01], [-0.04, 0.00, -0.01], [-0.01, 0.10, 0.02], [-0.16, 0.05, -0.31], [0.03, 0.00, 0.03], [0.02, -0.02, -0.01], [0.00, 0.00, -0.02], [-0.02, 0.01, 0.00], [0.07, 0.07, -0.04]],
  "gap_ev": [5.212, 5.129],
  "homo_ev": [-1.463, -1.460],
  "total_energy_ha": -16041.43604,
  "e_lumo_ev": [3.75, 3.67],
  "total_charge": -2,
  "spin_multiplicity": 4,
  "largest_force_ev_per_a": 2.2
}

{
  "formula": "C35H30BMnN9O",
  "method": "ωB97M-V/def2-TZVPD",
  "species": ["Mn", "C", "C", "N", "C", "C", "C", "C", "C", "C", "C", "C", "C", "N", "C", "H", "H", "H", "H", "H", "H", "H", "H", "C", "C", "C", "C", "N", "C", "C", "C", "C", "C", "C", "C", "H", "H", "H", "H", "H", "H", "H", "H", "B", "N", "C", "C", "C", "N", "N", "C", "C", "C", "N", "H", "H", "H", "H", "H", "H", "H", "H", "N", "C", "O", "C", "C", "C", "C", "N", "C", "H", "H", "H", "H", "H", "H"],
  "coordinates": [[0.498, 0.038, -0.398], [2.605, 4.266, -0.145], [2.338, 2.966, -0.588], [1.136, 2.431, -0.627], [0.071, 3.194, -0.233], [0.252, 4.514, 0.260], [1.543, 5.031, 0.298], [-0.902, 5.250, 0.678], [-2.138, 4.720, 0.552], [-2.351, 3.406, -0.004], [-3.616, 2.896, -0.260], [-3.708, 1.656, -0.940], [-2.568, 0.944, -1.186], [-1.320, 1.330, -0.812], [-1.212, 2.628, -0.339], [3.621, 4.635, -0.142], [3.155, 2.330, -0.912], [1.699, 6.037, 0.671], [-0.765, 6.248, 1.078], [-3.012, 5.290, 0.846], [-4.496, 3.475, -0.013], [-4.659, 1.268, -1.278], [-2.631, 0.003, -1.716], [-0.307, 0.663, 3.848], [0.804, -0.024, 4.330], [1.841, -0.346, 3.470], [1.738, 0.045, 2.141], [0.625, 0.620, 1.662], [-0.368, 0.940, 2.495], [2.819, -0.134, 1.150], [4.148, -0.284, 1.537], [5.137, -0.410, 0.573], [4.798, -0.386, -0.771], [3.473, -0.234, -1.168], [2.489, -0.098, -0.208], [-1.130, 0.938, 4.491], [0.854, -0.312, 5.372], [2.705, -0.896, 3.811], [-1.225, 1.425, 2.040], [4.420, -0.279, 2.585], [6.171, -0.521, 0.872], [5.569, -0.488, -1.525], [3.223, -0.225, -2.220], [1.712, -2.661, -2.846], [1.006, -1.320, -3.262], [0.872, -1.013, -4.558], [0.407, 0.283, -4.678], [0.275, 0.716, -3.364], [0.636, -0.252, -2.517], [1.446, -3.091, -1.374], [1.671, -4.336, -0.926], [1.397, -4.377, 0.428], [1.000, -3.074, 0.726], [1.033, -2.313, -0.365], [1.248, -3.521, -3.560], [2.906, -2.548, -3.020], [1.124, -1.747, -5.305], [0.190, 0.828, -5.579], [-0.073, 1.655, -2.971], [2.006, -5.101, -1.607], [1.471, -5.221, 1.091], [0.673, -2.654, 1.667], [-5.506, -2.514, 2.492], [-4.243, -2.008, 2.496], [-3.770, -1.450, 3.467], [-3.451, -2.169, 1.231], [-3.775, -3.022, 0.189], [-2.942, -3.074, -0.919], [-1.817, -2.270, -0.939], [-1.502, -1.438, 0.057], [-2.300, -1.399, 1.113], [-6.071, -2.307, 3.299], [-5.978, -2.735, 1.635], [-4.645, -3.666, 0.234], [-3.149, -3.731, -1.751], [-1.135, -2.288, -1.781], [-2.042, -0.729, 1.921]],
  "forces_ev_per_angstrom": [[-0.50, 0.57, -1.28], [-0.09, -0.04, 0.00], [0.06, 0.04, -0.01], [0.06, -0.22, 0.15], [0.10, 0.03, 0.01], [-0.10, 0.04, 0.01], [0.08, 0.04, 0.01], [0.08, -0.03, -0.02], [-0.04, -0.06, -0.03], [0.12, 0.10, 0.04], [-0.08, -0.07, -0.04], [0.03, 0.04, 0.02], [-0.04, -0.02, -0.01], [0.23, -0.12, 0.22], [-0.14, 0.00, 0.02], [0.00, 0.02, 0.01], [0.00, 0.01, 0.01], [0.00, 0.00, -0.01], [0.00, 0.00, 0.00], [0.00, 0.00, 0.01], [-0.01, -0.01, 0.00], [-0.01, 0.01, 0.00], [-0.01, -0.03, 0.00], [0.07, -0.01, -0.05], [-0.04, -0.01, -0.04], [-0.27, 0.25, 0.17], [0.57, -0.13, -0.13], [-0.09, -0.49, -0.12], [-0.04, 0.04, 0.06], [0.15, 0.01, 0.09], [0.05, 0.00, -0.06], [-0.02, 0.01, 0.06], [0.01, 0.01, -0.07], [-0.03, 0.02, -0.04], [0.01, -0.08, 0.51], [0.00, -0.01, 0.02], [-0.01, 0.01, 0.00], [0.02, 0.04, 0.02], [-0.01, -0.01, 0.03], [0.00, 0.00, 0.01], [0.00, 0.00, 0.00], [0.00, 0.00, 0.00], [0.01, -0.01, 0.00], [0.11, 0.02, 0.04], [-0.10, -0.01, -0.04], [-0.04, -0.06, -0.01], [0.03, 0.02, 0.03], [-0.05, 0.02, -0.03], [0.06, -0.09, 0.29], [-0.08, -0.06, -0.02], [-0.04, 0.00, -0.03], [0.04, 0.03, 0.01], [-0.01, -0.03, 0.02], [-0.02, 0.24, 0.09], [0.05, 0.00, -0.03], [-0.01, 0.05, 0.04], [-0.01, 0.01, -0.01], [0.00, 0.00, -0.01], [0.00, 0.00, -0.02], [-0.01, -0.01, 0.01], [0.00, 0.00, 0.00], [0.00, -0.02, 0.00], [-0.01, -0.02, 0.05], [0.02, 0.12, -0.13], [0.01, -0.07, 0.05], [-0.02, 0.01, 0.11], [0.01, -0.07, -0.05], [0.01, 0.05, 0.03], [0.00, -0.06, -0.01], [0.07, 0.05, 0.14], [-0.08, -0.01, -0.08], [-0.01, -0.01, -0.01], [0.00, 0.00, -0.01], [0.00, 0.00, 0.01], [-0.01, 0.00, 0.00], [-0.02, -0.01, 0.00], [-0.01, -0.01, -0.02]],
  "gap_ev": [4.176, 7.779],
  "homo_ev": [-4.573, -7.880],
  "total_energy_ha": -3095.71923,
  "e_above_lowest_ev": 1.8634,
  "e_lumo_ev": [-0.40, -0.10],
  "total_charge": 0,
  "spin_multiplicity": 6,
  "largest_force_ev_per_a": 1.5
}